The following is a quantum chemistry calculation of a 2-piece molecular cluster, C2H7O2P overall, from the OMol25 dataset.

Its maximum force is 0.536 eV/Å. Its LUMO energy is 0.8 eV. The calculation puts the HOMO-LUMO gap at 9.838 eV. The energy above the lowest of the compared OMol25 structures with the same formula, charge and spin is 135.9 kJ/mol. Its spin multiplicity is 1. As for the SMILES: C=O.CPO. Its total charge is 0.

Last columns: bonded neighbours and bond lengths (Å).
Positions of all 12 atoms, in Å:
1 C -2.84342 0.66074 -0.13103  O2 1.195, H3 1.103, H4 1.101
2 O -2.68338 -0.35259 0.48145  C1 1.195
3 H -3.84512 1.02334 -0.41879  C1 1.103
4 H -2.00225 1.29163 -0.45696  C1 1.101
5 C 1.23522 -1.32845 -0.14358  P6 1.845, H8 1.089, H9 1.091, H10 1.087
6 P 2.27830 0.11808 0.32921  C5 1.845, O7 1.654, H11 1.409
7 O 1.21053 1.31282 -0.08000  P6 1.654, H12 0.958
8 H 0.20188 -1.15836 0.15652  C5 1.089
9 H 1.28190 -1.47227 -1.22378  C5 1.091
10 H 1.62949 -2.21608 0.34474  C5 1.087
11 H 1.91336 0.08106 1.68918  P6 1.409
12 H 1.62347 2.04008 -0.54698  O7 0.958